The following is a DFT calculation (the ωB97M-V functional and the def2-TZVPD basis) of an isolated molecule of C6H12O.

For the relative energy (zero: lowest compared OMol25 entry of this formula, charge and spin), the calculation gives 1.3900 eV. Its HOMO energy is -0.349 hartree. The HOMO-LUMO gap is 10.6 eV. Its total energy is -311.00819 Ha.

```
! RIJCOSX wB97M-V def2-TZVPD def2/J DEFGRID3
* xyz 0 1
C -0.67 2.60 0.02
O 0.00 1.43 -0.37
C -0.27 0.29 0.41
C -1.26 -0.79 -0.08
C -0.26 -1.84 0.47
C 0.85 -0.76 0.42
C 1.67 -0.78 -0.87
H -0.68 2.72 1.11
H -1.71 2.63 -0.34
H -0.12 3.44 -0.42
H -0.53 0.59 1.44
H -2.28 -0.80 0.31
H -1.30 -0.81 -1.17
H -0.10 -2.75 -0.10
H -0.50 -2.11 1.51
H 1.53 -0.72 1.28
H 2.31 -1.66 -0.90
H 1.02 -0.80 -1.76
H 2.29 0.12 -0.95
*
```